Below is one molecule with the formula C4H10N2O, with properties calculated with ωB97M-V with the def2-TZVPD basis set.

Last column: Mulliken charge in e.
Element x y z (Å)
O: 0.294 -1.695 1.307  -0.429
C: 0.550 -1.175 0.294  -0.177
C: -0.494 -0.622 -0.669  0.569
C: 0.170 -0.884 -1.972  -1.539
N: -0.816 0.824 -0.559  -0.321
C: -0.603 1.235 0.844  -0.409
N: 0.700 1.930 0.812  -0.464
H: 1.624 -0.904 0.075  0.290
H: -1.471 -1.245 -0.381  0.153
H: 0.383 -1.956 -1.873  0.408
H: -0.446 -0.803 -2.806  0.406
H: 1.188 -0.396 -2.054  0.362
H: -0.510 1.437 -1.284  0.317
H: -0.454 0.495 1.667  0.263
H: -1.547 1.519 1.450  0.228
H: 0.653 2.826 0.395  0.152
H: 1.295 1.984 1.599  0.190

Forces on atoms 1 to 6 (eV/Å):
-0.7 -2.1 2.6
1.2 3.0 -1.2
-1.6 0.5 0.2
1.6 -1.8 0.6
-1.3 -2.7 3.1
0.3 0.4 1.4

For the energy, the calculation gives -9335.158 eV. As for the total charge: 0. The gap between HOMO and LUMO comes out at 9.66 eV. Its SMILES is C[C@@H](C=O)NCN. As for the LUMO energy: 1.09 eV. For the energy relative to the best compared isomer or geometry (same formula, charge and spin), the calculation gives 369.5 kJ/mol. The calculation puts the HOMO energy at -8.57 eV. The max |F| comes out at 4.3 eV Å⁻¹.